No. 1
A cluster of 13 separate species, C42H106B5F20N10O6 in total at a distorted geometry. Source: OMol25; level of theory: wB97M-V/def2-TZVPD.

Its molar mass is 1281.39 g/mol. Its total energy is -4784.504905 Ha. The value obtained for the HOMO energy is -0.5094 hartree.

The geometry in ORCA input format:
```
! wB97M-V def2-TZVPD RIJCOSX def2/J DEFGRID3
* xyz 3 1
C -4.50198 4.29919 1.60797
C -5.19115 5.35121 0.81373
N -6.67948 5.34282 0.99479
C -7.50750 4.24641 1.20068
C -8.78778 4.71896 1.37362
N -8.75390 6.07856 1.25475
C -7.44645 6.46062 1.10029
C -9.91891 6.98568 1.36455
H -3.50284 4.36213 1.17686
H -4.82892 3.26511 1.49887
H -4.52154 4.53357 2.67229
H -5.08310 5.09211 -0.23950
H -4.88016 6.34701 1.12960
H -7.19840 3.21593 1.29537
H -9.71076 4.16004 1.32760
H -7.17109 7.49934 1.20810
H -9.81668 7.70001 2.18149
H -10.85003 6.43241 1.48700
H -10.05734 7.59667 0.47257
C 8.68286 -4.09845 -3.47618
C 7.58209 -3.73521 -2.50727
N 7.55308 -2.30730 -2.30564
C 8.57707 -1.45156 -2.07685
C 8.12133 -0.15185 -1.95587
N 6.73700 -0.20521 -2.18423
C 6.35673 -1.56497 -2.32488
C 5.88791 0.90259 -2.05719
H 9.69346 -4.02454 -3.07454
H 8.59313 -3.36710 -4.27941
H 8.37679 -5.07160 -3.86011
H 7.68168 -4.16335 -1.50983
H 6.60283 -4.03227 -2.88267
H 9.60420 -1.78473 -2.05659
H 8.55752 0.83446 -1.89814
H 5.39808 -1.99577 -2.57349
H 6.44495 1.75978 -1.67898
H 5.08330 0.67479 -1.35803
H 5.34477 1.13004 -2.97445
C 1.33251 7.89864 3.57504
N 0.50881 6.96622 2.64143
C 1.25852 5.67962 2.30927
C -0.84048 6.59263 3.31533
C 0.12952 7.68662 1.28519
C 1.34438 7.97608 0.33061
O 2.41894 8.64696 0.99344
H 2.30935 7.97607 3.09766
H 1.30840 7.36696 4.52627
H 0.76169 8.82636 3.53487
H 2.09915 5.97376 1.68083
H 0.55475 4.98490 1.85081
H 1.56269 5.27196 3.27332
H -0.74157 6.40458 4.38442
H -1.18638 5.70428 2.78685
H -1.48132 7.47044 3.39820
H -0.59769 8.47583 1.47605
H -0.44767 6.86673 0.85773
H 1.01973 8.44409 -0.59872
H 1.71144 7.10255 -0.20820
H 3.12947 8.91486 0.40609
C -6.46789 -3.91059 0.26877
N -6.40462 -2.43273 -0.05449
C -4.97955 -1.91484 -0.44867
C -7.27435 -2.15105 -1.32936
C -6.88509 -1.75504 1.20795
C -7.26823 -0.28611 1.06586
O -6.14582 0.61163 1.07460
H -5.90193 -4.09682 1.18152
H -5.95312 -4.41513 -0.54888
H -7.50024 -4.24214 0.38029
H -5.01111 -0.88319 -0.79911
H -4.64908 -2.45190 -1.33775
H -4.29186 -2.02340 0.39002
H -7.32919 -1.06867 -1.44569
H -8.29220 -2.50557 -1.16689
H -6.74738 -2.62963 -2.15481
H -6.12503 -1.88503 1.97835
H -7.75513 -2.23367 1.65745
H -7.81879 0.12459 1.91221
H -7.98481 -0.11088 0.26342
H -6.21201 1.21137 0.32792
C -0.61946 -6.63740 1.12044
N -1.13518 -5.67595 -0.02425
C -2.55215 -5.25002 0.15949
C -0.37168 -4.37201 0.13618
C -0.94892 -6.22883 -1.46319
C -1.97077 -7.25175 -1.95613
O -1.99342 -8.37271 -1.08356
H -0.68629 -6.01949 2.01589
H 0.41264 -6.94698 0.95604
H -1.23415 -7.53318 1.03200
H -2.58208 -4.83112 1.16534
H -3.27146 -6.06843 0.12954
H -2.70320 -4.50101 -0.61785
H 0.65750 -4.67937 -0.04935
H -0.55606 -4.06281 1.16502
H -0.72655 -3.63165 -0.58077
H 0.00068 -6.76177 -1.41482
H -0.98291 -5.38510 -2.15244
H -1.82041 -7.44487 -3.01830
H -2.99811 -6.89188 -1.90000
H -2.01715 -9.18971 -1.58710
C -0.04987 -2.29118 -6.05805
N 1.10607 -3.14068 -5.50637
C 0.55507 -4.19213 -4.49650
C 1.79003 -3.83901 -6.68996
C 2.17890 -2.45617 -4.72699
C 2.89283 -1.29334 -5.46486
O 2.04411 -0.18985 -5.69014
H -0.90413 -2.90672 -6.33991
H 0.36740 -1.61598 -6.80510
H -0.36780 -1.69969 -5.19946
H 1.42718 -4.67033 -4.05058
H -0.12146 -4.79322 -5.10403
H 0.05388 -3.62822 -3.70977
H 2.49648 -4.51718 -6.21130
H 2.19710 -3.09626 -7.37605
H 1.06275 -4.52575 -7.12303
H 2.83861 -3.19041 -4.26464
H 1.52632 -1.98405 -3.99260
H 3.38139 -1.66282 -6.36647
H 3.61812 -0.88450 -4.76137
H 2.62531 0.52755 -5.95307
C -1.66437 -0.00890 -0.32318
N -0.79962 1.06562 0.35143
C -1.52322 2.42359 0.38365
C -0.53829 0.61322 1.79974
C 0.56637 1.31438 -0.33966
C 1.28884 0.15424 -1.02906
O 1.57324 -0.82684 -0.15083
H -2.60582 0.14344 0.20462
H -1.07774 -0.92609 -0.27083
H -1.80146 0.25637 -1.37148
H -0.90150 3.17538 0.86986
H -2.36443 2.27903 1.06156
H -1.94972 2.74613 -0.56617
H 0.10805 -0.26406 1.77275
H -1.42045 0.29198 2.35353
H -0.19361 1.50032 2.33110
H 1.26048 1.65663 0.42792
H 0.41497 2.17217 -0.99493
H 2.22216 0.60624 -1.36475
H 0.72717 -0.25085 -1.87081
H 2.14522 -1.48699 -0.54912
C 5.83116 -3.17846 3.68304
N 5.14726 -2.22649 2.67886
C 5.85640 -2.45052 1.31673
C 3.64222 -2.63929 2.53750
C 5.36265 -0.72552 2.99333
C 4.57340 -0.15111 4.19967
O 3.33944 0.22747 3.67731
H 6.89882 -3.29194 3.49510
H 5.44436 -4.19397 3.59797
H 5.66017 -2.94311 4.73351
H 5.33755 -1.93799 0.50666
H 5.77662 -3.51579 1.10006
H 6.89314 -2.12966 1.41828
H 3.54592 -3.67994 2.22788
H 3.18681 -1.91473 1.86244
H 3.19036 -2.40547 3.50148
H 5.14419 -0.28354 2.02120
H 6.42319 -0.75201 3.24364
H 4.94512 0.74144 4.70294
H 4.49000 -0.86477 5.01932
H 3.50386 1.09028 3.28984
B 3.27931 -3.22834 -1.46001
F 1.89358 -3.35906 -1.66671
F 3.58320 -1.85865 -1.52565
F 3.60109 -3.78010 -0.24119
F 4.00456 -3.91181 -2.40959
B -1.39783 2.69545 4.84777
F -1.17215 1.36390 5.04597
F -0.37547 3.26526 4.10958
F -2.63616 2.90384 4.14054
F -1.44547 3.24242 6.11151
B -0.25321 5.17491 -1.51785
F -0.08567 6.43198 -2.06840
F 0.92863 4.75162 -0.98451
F -1.20996 5.26494 -0.56107
F -0.68050 4.28799 -2.46255
B -2.48729 -3.08398 3.42329
F -1.85159 -4.29477 3.62190
F -2.64368 -2.40269 4.61297
F -1.91769 -2.33482 2.42125
F -3.74349 -3.50598 2.96519
B 4.15705 2.67983 1.72550
F 2.80630 2.73831 2.06161
F 4.52584 3.90647 1.28067
F 4.96113 2.50345 2.85286
F 4.25452 1.70970 0.77739
*
```

Mulliken population analysis, charges in e, atoms 1 to 99: -0.1217, -0.2859, 0.3279, -0.2262, -0.5955, 0.1216, -0.1975, -0.7962, -0.2077, -0.0204, 0.3791, 0.1799, 0.2668, 0.4911, 0.3651, 0.3961, 0.3402, 0.3018, 0.3559, -1.3042, 0.0198, 0.4554, -0.3986, -0.5007, 0.2827, -0.7468, -0.6177, 0.3545, 0.3739, 0.4089, 0.2529, 0.1166, 0.4548, 0.5055, 0.4144, 0.3363, 0.2181, 0.2274, -0.9092, 0.1777, -0.7268, -0.9465, 0.1353, -0.8836, -0.5140, 0.3541, 0.3583, 0.3494, 0.4680, -0.2408, 0.4886, 0.3943, 0.3617, 0.3674, 0.4689, 0.0498, 0.5258, 0.3201, 0.3236, -0.9121, 0.2670, -1.1056, -0.9693, -0.4832, -0.9266, -0.4057, 0.3463, 0.4040, 0.3912, 0.3240, 0.5524, 0.3445, 0.4277, 0.3371, 0.3796, 0.3018, 0.5163, 0.4725, 0.4520, 0.2249, -0.6531, 0.6201, -1.1506, -1.0677, 0.1000, -0.8755, -0.4820, 0.3047, 0.3103, 0.3262, 0.2959, 0.3957, 0.4659, 0.6045, 0.1713, 0.0990, 0.3927, -0.0392, 0.4815



No. 2
A structure of composition C42H106N6NiO22S2 at a distorted geometry. Source: OMol25; level of theory: wB97M-V/def2-TZVPD.

Its molar mass is 1170.16 g/mol. Its total energy is -5952.175666 Ha. The value obtained for the HOMO energy (spin up / spin down) is -0.1412 / -0.1443 hartree. Its expectation value of S² is 2.004.

The geometry in ORCA input format:
```
! wB97M-V def2-TZVPD RIJCOSX def2/J DEFGRID3
* xyz -2 3
Ni -11.92274 24.30519 13.81638
S -14.56656 22.69119 12.86762
O -14.71768 21.80912 11.71038
O -15.26994 22.08955 14.01069
O -13.06507 22.75628 13.17418
O -15.11694 24.04560 12.53532
S -9.34226 24.78416 14.45477
O -8.63775 24.92903 15.70306
O -8.48317 24.92816 13.33283
O -10.07488 23.49303 14.49712
O -10.42144 25.73822 14.28763
C -7.27367 21.76572 14.03702
O -6.26856 22.60764 14.53330
C -5.16659 22.58857 13.62338
C -4.27057 23.78307 13.95095
N -5.08214 24.91562 13.58594
C -4.54565 26.20574 13.92803
C -5.59454 27.35739 13.99920
O -6.37657 27.14251 15.09042
C -7.51131 27.90855 15.10444
H -8.13759 21.99789 14.60296
H -6.90556 20.72714 14.13993
H -7.41655 21.81524 12.94421
H -5.45171 22.53107 12.59919
H -4.50361 21.72800 13.77732
H -3.34043 23.77334 13.31020
H -3.97614 23.70297 14.99783
H -6.07318 24.79256 13.91778
H -3.75724 26.60625 13.31357
H -4.10973 26.24115 14.96562
H -6.24577 27.38209 13.11939
H -5.10460 28.33962 13.91229
H -7.11438 28.97850 15.25004
H -7.94216 27.62193 16.02999
H -8.21746 27.63643 14.26604
C -12.05193 21.34645 6.80026
O -10.67250 21.54677 7.25255
C -10.28661 20.54686 8.20928
C -8.79124 20.72403 8.58159
N -8.51574 21.86398 9.40210
C -7.10936 22.08107 9.43639
C -6.80054 23.31220 10.33381
O -7.16865 24.45301 9.65718
C -6.88839 25.62384 10.35333
H -12.23299 22.19150 6.04247
H -12.85427 21.38218 7.58265
H -12.08305 20.39519 6.22664
H -10.38474 19.53051 7.83584
H -10.90930 20.78463 9.07989
H -8.23069 20.68320 7.64038
H -8.52396 19.79494 9.11617
H -9.00050 22.70340 9.07233
H -6.62825 22.07655 8.39814
H -6.69734 21.13769 9.92736
H -5.68653 23.29088 10.53348
H -7.33462 23.31702 11.31896
H -7.10753 25.61056 11.40720
H -7.31707 26.48832 9.85727
H -5.79184 25.77568 10.35969
C -10.24712 16.16346 10.94196
O -9.58599 17.38644 10.68135
C -9.49059 18.25385 11.78240
C -10.71351 19.08263 12.15900
N -11.60253 18.34266 13.01701
C -12.50084 19.38766 13.66042
C -13.53200 18.61556 14.54790
O -14.23022 17.58902 13.80640
C -15.31352 18.16280 13.06043
H -9.99903 15.67667 11.93196
H -9.93454 15.46260 10.10468
H -11.37050 16.32138 10.87677
H -8.75502 18.93693 11.44700
H -9.06512 17.77159 12.77294
H -11.20279 19.58060 11.26853
H -10.38370 19.95201 12.75500
H -12.16117 17.67495 12.50341
H -12.96679 19.95018 12.88743
H -11.80783 20.01960 14.23692
H -14.34286 19.29182 14.85060
H -13.03770 18.11125 15.40345
H -15.85551 17.32112 12.57607
H -14.93734 18.85615 12.30785
H -16.00642 18.74361 13.73366
C -12.90658 23.33116 16.68119
O -12.81660 24.52076 15.92226
C -13.96409 25.45936 15.71149
C -13.48415 26.53747 14.71340
N -13.21728 25.84998 13.44212
C -12.73020 26.55727 12.31274
C -12.42502 25.57218 11.22272
O -11.41903 24.69236 11.76878
C -11.13693 23.58257 10.86164
H -11.86250 23.19063 17.03305
H -13.34061 22.58955 16.00008
H -13.63939 23.51807 17.46491
H -14.05116 25.94940 16.66653
H -14.85221 24.90899 15.33974
H -12.52360 26.94204 14.96348
H -14.13712 27.46196 14.53063
H -14.09521 25.44118 13.13347
H -11.76926 26.97446 12.56749
H -13.41534 27.33598 12.02096
H -12.03440 26.09679 10.41652
H -13.33754 25.08017 10.94995
H -10.20146 22.99062 11.14841
H -11.00630 24.00926 9.78482
H -12.07020 22.97795 10.87873
C -17.37208 21.62149 16.20399
O -16.84860 21.70802 17.55072
C -16.57431 22.96972 18.08743
C -15.79697 22.84371 19.39519
N -15.95408 24.12986 20.13253
C -16.89322 24.08803 21.27231
C -16.52701 23.15758 22.35849
O -17.04237 21.84975 22.26468
C -16.18643 20.90183 22.76316
H -17.92292 20.65397 16.22400
H -16.55143 21.67108 15.55206
H -18.05213 22.37275 16.06514
H -17.52971 23.47345 18.26535
H -15.94946 23.55820 17.35448
H -14.75487 22.60791 19.21281
H -16.22508 22.05539 20.00295
H -15.05440 24.53766 20.25939
H -17.89225 23.89564 20.89135
H -16.83919 25.04323 21.74016
H -16.98460 23.52483 23.36415
H -15.46359 23.06897 22.59334
H -15.16536 21.15611 22.48544
H -16.52146 19.94736 22.44839
H -16.21921 20.90762 23.89935
C -19.73557 25.04157 16.26875
O -19.76093 25.96708 15.31684
C -19.51185 25.44548 14.04462
C -18.01837 25.48534 13.75518
N -17.78653 25.02679 12.39832
C -17.94221 26.16831 11.50760
C -18.29849 25.65700 10.13090
O -18.29703 26.74377 9.23843
C -18.50247 26.26352 7.97896
H -18.84238 24.40718 16.25137
H -20.39838 24.24481 16.00793
H -19.85216 25.51749 17.23959
H -20.00625 26.00821 13.29287
H -19.88893 24.45778 13.97828
H -17.41036 24.86299 14.48468
H -17.80997 26.53648 13.87535
H -16.83300 24.59075 12.30947
H -17.09428 26.86225 11.47179
H -18.83553 26.72579 11.86549
H -19.24764 25.11599 10.20033
H -17.59676 24.90739 9.73845
H -19.48192 25.83598 7.70067
H -17.83505 25.46679 7.76778
H -18.24876 27.04910 7.26319
C -15.10769 19.03916 7.83082
C -15.00990 19.60516 9.20362
C -13.65073 19.32789 9.81102
O -15.19482 21.04149 9.20396
H -15.13599 17.93634 7.88945
H -14.22139 19.20820 7.22268
H -16.07353 19.30655 7.36442
H -15.74805 19.17302 9.90686
H -13.44049 20.02404 10.62606
H -12.88413 19.62209 9.10534
H -13.63286 18.31371 10.18702
H -15.13495 21.25918 10.19816
C -8.90123 23.70127 18.66248
C -7.70365 24.65450 18.82093
C -6.39644 24.01110 18.24721
O -7.98969 25.94354 18.20227
H -9.15445 23.46050 17.60599
H -9.80320 24.16981 19.14956
H -8.72938 22.73374 19.19024
H -7.49950 24.86301 19.87971
H -5.53908 24.68102 18.42939
H -6.29052 23.64613 17.22996
H -6.17677 23.19234 18.87885
H -8.50559 25.78952 17.38083
*
```

Mulliken population analysis, charges in e, atoms 1 to 99: 0.3551, -0.7082, -0.6679, -0.4007, 0.5803, -1.2695, 1.0784, -0.1190, -0.2423, -0.9036, -0.8388, -0.3391, -0.1307, -0.3271, -0.9014, 0.4553, -0.8544, -0.5350, -0.2164, -0.5899, -0.0430, 0.4970, -0.0905, 0.0599, 0.4177, 0.3878, 0.4071, -0.2564, 0.3258, 0.3132, 0.2130, 0.5048, 0.3741, 0.0738, 0.1590, -0.6165, -0.4467, 0.2869, -1.2873, 0.4887, -1.1988, 0.3253, -0.4257, -0.4857, 0.2876, 0.1736, 0.3043, 0.5549, -0.3661, 0.3448, 0.4160, 0.1559, 0.4249, 0.3823, 0.4639, -0.4045, -0.0324, 0.3492, 0.3397, -0.6084, -0.3318, -0.9911, 0.7032, -0.2299, 0.1347, -0.6270, -0.4519, -0.2451, 0.3019, 0.2363, 0.1527, 0.3883, 0.3044, -0.1167, -0.0563, 0.3853, -0.4233, 0.4219, 0.1712, 0.3265, 0.2670, 0.0074, 0.2616, -0.2099, -0.1255, -0.2139, -1.3095, 1.5322, -1.1717, -1.0215, 0.3431, -0.0572, -0.0537, 0.0399, 0.0625, 0.5808, 0.0460, 0.3204, 0.2915